Density functional theory data (wB97M-V/def2-TZVPD) for a cluster of 2 separate species, C4H9NO in total at a distorted geometry.

Each line ends with the Mulliken spin population.
CARTESIAN COORDINATES (ANGSTROEM)
N  -0.313  0.467  -1.468  -0.008
C  -0.379  0.039  -0.048  0.001
C  0.900  -0.394  0.589  -0.115
C  1.162  0.176  1.842  0.516
C  1.702  -1.351  -0.072  0.562
O  -2.775  0.707  -0.973  -0.001
H  -1.269  0.598  -1.719  0.001
H  -1.143  -0.805  -0.001  -0.007
H  2.599  -1.617  0.376  0.006
H  0.509  0.920  2.310  0.016
H  -0.851  0.849  0.566  0.007
H  2.062  -0.070  2.364  0.001
H  -3.689  0.903  -1.224  0.000
H  0.130  1.375  -1.512  0.003
H  1.355  -1.796  -1.030  0.017

Results
E: -287.71310 hartree
HOMO-LUMO gap (alpha / beta): 6.666 / 5.905 eV
Highest occupied orbital energy (alpha / beta): -2.84 / -2.84 eV
LUMO energy (alpha / beta): 3.8 / 3.1 eV
Net charge: -1
2S+1: 2